{
  "formula": "C63H133N5O17",
  "method": "ωB97M-V/def2-TZVPD",
  "elements": ["C", "C", "C", "C", "C", "C", "N", "O", "C", "C", "C", "H", "H", "H", "H", "H", "H", "H", "H", "H", "H", "H", "H", "H", "H", "H", "H", "H", "H", "H", "C", "C", "C", "C", "C", "C", "N", "O", "C", "C", "C", "H", "H", "H", "H", "H", "H", "H", "H", "H", "H", "H", "H", "H", "H", "H", "H", "H", "H", "H", "C", "C", "C", "C", "C", "C", "N", "O", "C", "C", "C", "H", "H", "H", "H", "H", "H", "H", "H", "H", "H", "H", "H", "H", "H", "H", "H", "H", "H", "H", "C", "C", "C", "C", "C", "C", "N", "O", "C", "C", "C", "H", "H", "H", "H", "H", "H", "H", "H", "H", "H", "H", "H", "H", "H", "H", "H", "H", "H", "H", "C", "C", "C", "C", "C", "C", "N", "O", "C", "C", "C", "H", "H", "H", "H", "H", "H", "H", "H", "H", "H", "H", "H", "H", "H", "H", "H", "H", "H", "H", "C", "C", "O", "C", "O", "O", "C", "H", "H", "H", "H", "H", "H", "H", "H", "C", "C", "O", "C", "O", "O", "C", "H", "H", "H", "H", "H", "H", "H", "H", "C", "C", "O", "C", "O", "O", "C", "H", "H", "H", "H", "H", "H", "H", "H", "C", "O", "C", "C", "O", "C", "C", "O", "C", "H", "H", "H", "H", "H", "H", "H", "H", "H", "H", "H", "H", "H", "H"],
  "coordinates": [[-0.310, 4.962, 3.183], [-1.815, 4.658, 3.058], [-2.502, 4.818, 4.500], [-2.871, 6.211, 4.797], [-3.839, 6.777, 3.729], [-3.239, 6.710, 2.256], [-2.534, 5.407, 2.030], [-1.911, 5.204, 0.775], [-4.403, 6.633, 1.270], [-2.222, 7.807, 1.998], [-1.958, 3.120, 2.799], [-0.103, 5.909, 2.684], [0.353, 4.233, 2.717], [0.118, 4.850, 4.179], [-3.372, 4.162, 4.519], [-1.802, 4.470, 5.260], [-1.974, 6.804, 4.620], [-3.198, 6.363, 5.826], [-3.961, 7.791, 4.111], [-4.737, 6.162, 3.786], [-3.979, 6.751, 0.273], [-4.930, 5.679, 1.274], [-5.188, 7.389, 1.309], [-2.706, 8.784, 1.965], [-1.383, 7.932, 2.682], [-1.872, 7.789, 0.966], [-1.725, 2.861, 1.767], [-2.883, 2.608, 3.066], [-1.268, 2.513, 3.384], [-2.166, 4.341, 0.439], [-4.547, 2.956, -1.669], [-3.718, 1.684, -1.417], [-4.219, 0.494, -2.276], [-4.023, 0.623, -3.746], [-2.538, 0.866, -4.009], [-1.908, 2.065, -3.203], [-2.286, 1.894, -1.773], [-1.641, 2.789, -0.935], [-0.394, 1.876, -3.297], [-2.296, 3.352, -3.938], [-3.837, 1.214, 0.039], [-5.545, 2.747, -1.284], [-4.537, 3.243, -2.721], [-4.237, 3.726, -0.963], [-3.676, -0.407, -1.988], [-5.302, 0.482, -2.155], [-4.628, 1.451, -4.116], [-4.286, -0.349, -4.164], [-2.179, 0.875, -5.038], [-2.071, -0.025, -3.587], [0.158, 2.749, -2.947], [-0.130, 0.914, -2.858], [-0.290, 1.791, -4.378], [-2.163, 4.180, -3.242], [-1.656, 3.522, -4.804], [-3.312, 3.276, -4.326], [-4.341, 0.263, 0.210], [-4.326, 1.912, 0.718], [-2.848, 1.063, 0.473], [-1.152, 2.136, -0.428], [5.310, -4.856, -0.712], [4.952, -3.900, -1.873], [6.250, -3.719, -2.737], [5.995, -3.262, -4.165], [5.035, -4.176, -4.894], [3.723, -4.304, -4.136], [3.950, -4.651, -2.729], [2.765, -4.945, -2.078], [2.919, -3.079, -4.301], [3.007, -5.558, -4.853], [4.536, -2.520, -1.290], [4.400, -4.719, -0.127], [6.026, -4.509, 0.032], [5.525, -5.828, -1.157], [6.901, -2.940, -2.338], [6.987, -4.520, -2.674], [6.954, -3.125, -4.665], [5.557, -2.273, -4.029], [5.456, -5.145, -5.163], [4.801, -3.863, -5.911], [3.111, -2.644, -5.282], [1.876, -3.377, -4.189], [2.998, -2.298, -3.545], [3.211, -5.525, -5.923], [3.445, -6.509, -4.551], [1.934, -5.542, -4.664], [5.048, -2.058, -0.446], [3.452, -2.536, -1.180], [4.594, -1.825, -2.127], [2.881, -5.889, -1.944], [4.248, 2.575, -4.121], [3.873, 3.203, -2.711], [3.107, 2.105, -1.824], [4.141, 1.128, -1.087], [5.190, 2.005, -0.381], [6.048, 2.903, -1.359], [5.029, 3.773, -2.039], [5.654, 4.830, -2.740], [6.839, 3.828, -0.364], [6.929, 2.034, -2.248], [2.810, 4.300, -2.972], [3.341, 2.419, -4.705], [4.698, 1.582, -4.121], [4.848, 3.270, -4.709], [2.232, 2.451, -1.273], [2.574, 1.456, -2.519], [4.609, 0.382, -1.730], [3.540, 0.481, -0.448], [5.873, 1.341, 0.149], [4.671, 2.543, 0.413], [7.719, 4.213, -0.880], [6.250, 4.613, 0.109], [7.283, 3.149, 0.365], [6.428, 1.147, -2.634], [7.262, 2.625, -3.102], [7.786, 1.670, -1.681], [2.568, 4.734, -2.002], [2.000, 3.730, -3.427], [3.026, 5.112, -3.665], [5.797, 5.470, -2.039], [-1.297, -2.212, 2.986], [-2.665, -1.696, 3.486], [-3.768, -1.965, 2.379], [-4.188, -3.426, 2.341], [-4.788, -3.737, 3.751], [-3.743, -3.499, 4.962], [-3.066, -2.208, 4.845], [-2.221, -1.976, 5.939], [-4.619, -3.380, 6.196], [-2.784, -4.730, 5.023], [-2.628, -0.141, 3.663], [-0.881, -1.588, 2.195], [-1.176, -3.281, 2.809], [-0.556, -2.104, 3.779], [-4.567, -1.384, 2.839], [-3.429, -1.613, 1.404], [-3.329, -4.053, 2.100], [-4.959, -3.598, 1.591], [-5.277, -4.709, 3.813], [-5.566, -2.993, 3.926], [-4.062, -3.391, 7.133], [-5.070, -2.396, 6.320], [-5.383, -4.158, 6.207], [-2.121, -4.893, 4.173], [-2.079, -4.486, 5.818], [-3.318, -5.678, 5.081], [-1.821, 0.057, 4.369], [-3.580, 0.235, 4.039], [-2.467, 0.352, 2.705], [-1.339, -2.116, 5.588], [2.717, -3.524, 2.021], [2.792, -2.513, 3.205], [4.015, -1.838, 3.234], [4.422, -1.269, 4.378], [3.705, -1.086, 5.385], [5.724, -1.016, 4.279], [6.440, -0.249, 5.192], [3.442, -4.338, 2.041], [2.861, -2.997, 1.078], [1.701, -3.903, 1.918], [2.758, -3.069, 4.142], [1.992, -1.774, 3.258], [6.340, 0.817, 4.986], [7.518, -0.313, 5.045], [6.155, -0.389, 6.235], [0.405, -2.275, -2.025], [-0.196, -1.768, -0.678], [0.829, -1.146, 0.067], [0.761, 0.116, 0.542], [0.123, 1.001, 0.028], [1.571, 0.172, 1.611], [2.134, 1.374, 2.045], [-0.388, -2.712, -2.631], [1.196, -3.010, -1.876], [0.900, -1.440, -2.521], [-0.559, -2.562, -0.024], [-1.083, -1.150, -0.819], [1.385, 1.942, 2.597], [2.584, 1.919, 1.215], [3.015, 1.268, 2.678], [4.276, 3.524, 6.491], [3.588, 2.901, 5.252], [2.218, 2.781, 5.431], [1.573, 1.868, 6.091], [2.055, 1.003, 6.796], [0.298, 2.177, 5.939], [-0.678, 1.480, 6.705], [3.766, 4.481, 6.591], [5.365, 3.586, 6.472], [3.958, 2.871, 7.304], [4.035, 1.923, 5.075], [3.863, 3.345, 4.296], [-0.638, 0.396, 6.600], [-1.697, 1.705, 6.388], [-0.641, 1.653, 7.780], [-6.577, -4.854, -8.199], [-6.195, -6.174, -7.903], [-6.776, -6.771, -6.702], [-6.155, -6.245, -5.449], [-6.705, -4.895, -5.315], [-6.428, -4.056, -4.224], [-5.011, -3.321, -4.251], [-3.890, -4.116, -4.446], [-2.707, -3.299, -4.597], [-6.089, -4.047, -7.652], [-7.666, -4.860, -8.157], [-6.366, -4.667, -9.252], [-6.690, -7.856, -6.636], [-7.860, -6.788, -6.808], [-5.065, -6.226, -5.455], [-6.532, -6.704, -4.535], [-6.536, -4.713, -3.361], [-7.135, -3.227, -4.252], [-4.900, -2.744, -3.333], [-4.972, -2.521, -4.991], [-2.853, -2.431, -3.953], [-2.558, -2.835, -5.571], [-1.855, -3.879, -4.243]],
  "forces_ev_per_a": [[0.584, -0.023, -0.582], [-0.572, -1.511, 1.928], [0.487, -0.772, -1.227], [0.313, 1.199, -1.268], [1.292, -1.051, 0.433], [0.409, -1.150, 0.764], [-0.747, -1.862, 1.532], [0.342, 1.605, 0.242], [-0.017, 0.762, -1.175], [-0.805, 1.692, -0.922], [0.455, -0.301, -0.328], [0.275, 0.146, 0.455], [-0.397, -0.218, -0.873], [-0.550, 0.764, 0.451], [-0.182, 0.006, 0.056], [0.132, -0.328, -0.175], [0.379, 0.228, 0.619], [-0.218, 0.077, -0.098], [-0.689, 0.248, -0.902], [-0.351, 0.387, -0.214], [-0.009, -0.178, -0.215], [0.341, -0.133, 0.388], [0.221, 0.396, 0.568], [-0.372, 0.259, 0.475], [-0.112, -0.577, 0.093], [0.417, -0.687, 0.044], [-0.013, 0.061, -0.134], [-0.622, 0.777, -0.226], [0.591, 0.431, 0.261], [-0.463, -0.321, -0.059], [-0.257, -0.823, 1.036], [0.341, -0.029, -0.689], [-0.141, 1.019, 0.223], [1.077, 0.750, -0.765], [0.573, -0.256, 1.354], [-0.349, -1.010, -0.254], [-1.251, -1.544, -1.406], [-0.269, 0.693, 0.220], [-0.834, 0.022, -0.827], [-0.029, 0.107, 0.556], [0.527, 0.167, 0.837], [-0.437, -0.059, -0.545], [-0.178, 0.257, 0.409], [0.519, 0.377, -0.481], [-0.382, -0.184, 0.549], [-0.036, -0.695, 0.663], [-0.248, -0.255, -0.414], [-0.383, 0.273, -0.535], [-0.443, 0.389, -0.194], [0.366, -0.277, 0.086], [0.049, -0.328, 0.240], [0.328, 0.278, 0.318], [0.782, 0.017, -0.100], [-0.272, 0.283, -0.192], [0.154, -0.093, 0.064], [-0.042, 0.354, 0.177], [-0.225, -0.043, -0.548], [-0.050, 0.326, -0.192], [0.180, 0.032, -0.076], [0.796, 0.380, 0.481], [-1.369, 1.144, -0.095], [2.050, -0.306, -0.067], [0.308, 0.375, 0.003], [0.014, -0.098, 0.287], [0.541, -0.058, -0.291], [0.372, -2.367, -0.416], [2.704, 0.454, -0.250], [-0.673, 0.087, 0.466], [-1.717, 1.027, -0.192], [0.421, 1.091, 0.615], [-1.305, -0.075, -2.050], [-0.354, -1.397, 0.254], [0.690, 0.153, -0.688], [-0.161, -0.134, 0.628], [-0.457, 0.468, 0.666], [-0.678, -0.922, -0.209], [-0.071, -0.038, -0.208], [-0.172, 0.240, -0.524], [0.346, -0.355, 0.884], [-0.180, 0.742, 0.055], [-0.396, 0.113, -0.015], [-0.269, 0.223, -0.434], [0.684, -0.093, 0.015], [-0.299, 0.349, -0.104], [0.002, 0.108, 0.451], [0.044, -0.171, -0.065], [0.117, -0.668, 0.094], [-0.113, -0.065, 0.847], [0.416, 0.369, -0.006], [-0.452, -0.166, 0.288], [-0.678, 0.175, 0.334], [-0.514, -0.493, -1.387], [2.036, -1.222, -1.271], [-1.199, 1.611, -0.273], [-0.053, -1.233, -0.480], [-2.392, 0.513, 1.745], [0.301, -0.744, 1.949], [-0.056, -0.464, -0.601], [0.850, -1.251, -1.356], [0.093, 0.320, -0.027], [0.348, -0.559, 0.114], [-0.283, 0.145, 0.059], [0.378, 0.117, 0.436], [0.234, -0.019, 0.197], [0.688, 0.615, 0.840], [0.103, 0.018, -0.586], [0.010, 0.458, -0.574], [0.163, 0.161, 0.673], [0.336, -0.046, 0.016], [0.161, 0.665, -0.212], [-0.099, 0.568, -0.061], [-0.078, -0.213, -0.121], [-0.193, 0.151, 0.400], [-0.212, 0.151, 0.045], [0.209, -0.029, 0.016], [0.165, 0.133, -0.014], [-0.430, -0.005, -0.095], [-0.450, 0.362, 0.326], [0.607, -0.184, 0.003], [-0.082, 0.269, -0.053], [0.557, 0.268, 1.186], [0.172, 0.603, -0.205], [0.540, -0.526, 2.145], [-0.466, 0.045, 1.178], [1.454, 1.272, 0.031], [-0.800, -1.123, -1.489], [-1.835, -0.272, -2.249], [0.251, 0.381, -0.622], [0.115, -0.144, 1.156], [0.206, 0.911, -0.016], [0.454, -1.097, -0.290], [-0.244, -0.225, -0.306], [-0.664, -0.007, -0.628], [0.238, 0.408, 0.379], [-0.565, 0.196, -0.917], [0.023, 0.343, 0.220], [-0.011, -0.205, 0.029], [0.038, -0.001, -0.127], [0.396, -0.143, 0.198], [-0.233, 0.029, -0.116], [0.357, -0.683, -0.015], [-0.347, 0.022, -0.854], [-0.005, -0.003, 0.170], [-0.253, 0.541, -0.556], [-0.199, -0.771, 0.524], [-0.036, 0.118, 0.772], [-0.066, 0.523, -0.071], [0.051, -0.220, 0.232], [0.364, -0.026, 0.001], [0.630, -0.249, 0.218], [-0.155, 1.525, -0.130], [-0.865, -1.551, 0.641], [2.027, 0.921, -0.305], [-2.136, -0.118, 2.718], [2.075, -0.320, -2.846], [0.026, -0.633, -1.353], [0.302, 1.751, 1.011], [-0.071, 0.091, 0.441], [0.206, 0.168, -0.018], [-0.004, -0.228, 0.410], [-0.359, -0.159, 0.098], [-0.190, -0.191, -0.488], [-0.743, 0.231, -0.094], [-0.125, -1.129, -0.071], [-0.012, -0.372, -0.124], [-0.259, 0.411, 1.221], [-0.353, -0.664, -1.009], [0.764, 0.839, 1.306], [0.257, -0.622, -0.619], [0.357, -0.130, 0.745], [-0.061, -1.474, -0.606], [0.221, 1.760, -0.032], [0.104, 0.114, -0.133], [-0.218, -0.201, 0.252], [-0.370, 0.149, -0.225], [0.183, -0.452, -0.236], [0.292, 0.625, -0.245], [0.110, 0.319, -0.197], [-0.664, 0.315, -0.303], [-0.323, -1.088, 0.335], [-1.625, -0.345, -0.653], [2.857, -1.643, 0.358], [-0.293, 2.139, -1.906], [0.922, -1.373, 2.247], [-0.691, 0.631, -0.816], [-1.599, -0.099, -0.032], [-0.618, -1.205, 0.526], [0.538, 0.289, 0.442], [-0.200, 0.109, -0.309], [0.239, 0.171, 0.271], [-0.191, -0.601, 0.452], [-0.853, 0.931, 0.114], [0.548, -0.057, -0.229], [0.353, 0.685, -0.432], [0.475, 0.431, -0.063], [-0.902, -0.227, -0.816], [0.591, -1.551, 1.234], [0.315, -0.139, -1.124], [-1.367, 2.342, 1.223], [0.114, 0.605, -1.343], [2.257, -0.546, -0.474], [-1.271, 0.263, -0.083], [1.111, -0.516, -0.439], [-0.992, -0.027, 0.963], [-0.192, -0.304, 0.507], [-0.198, 0.804, 0.437], [0.320, -0.312, -0.131], [1.194, -0.258, -0.880], [-0.334, 1.217, 0.565], [-0.028, -0.098, -0.238], [0.212, -0.924, -0.055], [0.102, 0.539, 0.751], [-0.271, -0.274, 0.200], [-0.182, -0.101, 0.710], [-0.632, -0.010, -0.661], [0.339, 0.121, 0.477], [-0.136, -0.624, -0.473], [-0.039, 0.050, -0.332]],
  "lumo_ha": 0.013,
  "e_above_lowest_ev": 3.461,
  "homo_lumo_gap_ev": 7.905,
  "multiplicity": 1
}